No. 1
ORCA calculation (ωB97M-V with the def2-TZVPD basis set) on a 10-piece molecular cluster, C36H100N8O10 overall at a distorted geometry.

The HOMO energy is -0.324 hartree. The molar mass comes out at 805.2 g mol⁻¹. Its total energy is -71341.6598 eV. For the LUMO energy, the calculation gives 0.33 eV. The maximum force is 2.376 eV Å⁻¹. The spin multiplicity is 1. The HOMO-LUMO gap comes out at 9.1401 eV. The energy above the lowest of the compared OMol25 structures with the same formula, charge and spin comes out at 4.400 eV. As for the SMILES: COC[C@H](C)N.COC[C@H](C)N.COC[C@H](C)N.COC[C@H](C)N.COC[C@H](C)N.COC[C@H](C)N.COC[C@H](C)N.COC[C@H](C)N.CCO.CCO.

XYZ file:
```
154
C36H100N8O10 | the Open Molecules 2025 dataset | ωB97M-V with the def2-TZVPD basis set
C 2.59 -7.35 6.65
C 3.03 -6.76 5.35
C 1.93 -5.80 4.78
O 2.37 -5.02 3.67
C 1.40 -4.93 2.67
N 4.24 -6.05 5.67
H 3.37 -8.02 7.03
H 1.65 -7.89 6.52
H 2.53 -6.64 7.48
H 3.21 -7.50 4.58
H 1.68 -5.05 5.54
H 0.99 -6.30 4.57
H 1.22 -5.91 2.22
H 1.77 -4.26 1.89
H 0.47 -4.49 3.04
H 4.82 -5.75 4.90
H 4.12 -5.20 6.21
C 0.98 -10.62 -1.53
C 1.56 -9.27 -1.14
C 1.04 -8.08 -1.95
O 1.81 -6.90 -1.77
C 1.29 -5.88 -2.57
N 1.32 -9.09 0.26
H -0.11 -10.61 -1.60
H 1.26 -11.43 -0.86
H 1.31 -10.95 -2.52
H 2.63 -9.35 -1.31
H 0.00 -7.95 -1.67
H 1.00 -8.29 -3.02
H 0.31 -5.48 -2.28
H 1.24 -6.13 -3.63
H 1.92 -4.99 -2.53
H 1.57 -9.95 0.73
H 2.08 -8.49 0.54
C -0.14 -0.43 5.75
C 1.05 0.52 5.28
C 1.30 1.52 6.40
O 0.26 2.49 6.47
C 0.42 3.30 7.69
N 2.26 -0.27 4.99
H 0.28 -1.12 6.49
H -0.41 -1.10 4.94
H -1.10 0.02 6.01
H 0.75 1.04 4.37
H 2.25 2.03 6.28
H 1.36 1.05 7.38
H -0.37 4.05 7.76
H 1.35 3.85 7.75
H 0.32 2.64 8.55
H 1.96 -1.12 4.54
H 2.75 0.14 4.22
C -3.37 4.21 3.44
C -2.86 5.52 4.05
C -3.44 6.00 5.35
O -4.77 6.52 5.31
C -5.26 7.22 6.42
N -1.43 5.30 4.09
H -3.14 3.34 4.07
H -2.93 4.06 2.46
H -4.44 4.25 3.25
H -3.04 6.34 3.36
H -2.80 6.78 5.77
H -3.42 5.25 6.14
H -5.08 6.73 7.37
H -6.35 7.30 6.34
H -4.90 8.25 6.44
H -1.27 4.52 4.71
H -1.13 6.07 4.68
C 5.61 -0.61 0.42
C 5.87 0.89 0.63
C 6.24 1.70 -0.65
O 6.46 3.05 -0.35
C 6.84 3.74 -1.58
N 4.56 1.36 1.13
H 5.20 -1.12 1.29
H 6.55 -1.13 0.22
H 5.05 -0.79 -0.49
H 6.63 0.97 1.40
H 5.39 1.51 -1.31
H 7.15 1.33 -1.12
H 7.84 3.47 -1.93
H 6.74 4.81 -1.40
H 6.06 3.53 -2.30
H 4.60 2.37 1.10
H 3.96 1.19 0.33
C 3.55 5.86 -9.77
C 3.62 4.32 -9.93
C 2.87 3.63 -8.82
O 3.25 4.15 -7.52
C 2.39 4.01 -6.43
N 3.05 3.88 -11.17
H 3.98 6.31 -8.88
H 2.54 6.28 -9.77
H 4.01 6.37 -10.62
H 4.68 4.08 -9.94
H 3.03 2.55 -8.87
H 1.80 3.70 -8.99
H 2.89 4.42 -5.55
H 2.17 2.96 -6.30
H 1.48 4.61 -6.47
H 3.09 2.89 -11.34
H 3.55 4.36 -11.91
C -4.66 -2.02 0.25
C -5.13 -3.00 -0.87
C -5.14 -4.49 -0.39
O -3.76 -4.85 -0.26
C -3.60 -6.18 0.29
N -6.46 -2.62 -1.27
H -3.61 -2.18 0.53
H -5.20 -2.09 1.19
H -4.73 -1.01 -0.14
H -4.57 -2.89 -1.80
H -5.68 -5.11 -1.11
H -5.74 -4.64 0.51
H -3.84 -7.00 -0.38
H -4.31 -6.20 1.12
H -2.61 -6.38 0.70
H -7.09 -2.50 -0.50
H -6.38 -1.71 -1.70
C -3.30 2.41 -4.95
C -4.47 1.58 -4.50
C -5.46 2.41 -3.56
O -6.32 1.55 -2.76
C -7.29 2.25 -1.94
N -5.07 0.93 -5.62
H -2.55 1.71 -5.32
H -2.77 2.89 -4.13
H -3.56 3.17 -5.69
H -4.07 0.78 -3.88
H -6.12 3.04 -4.16
H -4.94 3.11 -2.91
H -8.02 2.80 -2.54
H -6.84 2.85 -1.15
H -7.85 1.50 -1.38
H -4.59 0.13 -6.00
H -5.93 0.52 -5.28
C -0.53 6.45 -0.84
C 0.91 6.10 -0.60
O 1.09 5.18 0.44
H -1.10 6.59 0.08
H -1.03 5.62 -1.35
H -0.72 7.29 -1.51
H 1.40 7.04 -0.38
H 1.41 5.74 -1.50
H 0.55 5.45 1.19
C -0.19 -0.31 -1.75
C -0.21 1.09 -1.22
O 1.08 1.67 -1.52
H 0.63 -0.85 -1.28
H -0.18 -0.39 -2.84
H -1.07 -0.94 -1.61
H -0.41 0.90 -0.17
H -1.06 1.60 -1.69
H 1.15 2.47 -0.99
```

***

No. 2
ORCA calculation (ωB97M-V with the def2-TZVPD basis set) on a 17-piece molecular cluster, C36H101N5O25 overall at a distorted geometry.

The HOMO energy is -0.287 hartree. The molar mass comes out at 1004.2 g mol⁻¹. Its total energy is -97597.0805 eV. For the LUMO energy, the calculation gives -0.51 eV. The maximum force is 5.700 eV Å⁻¹. The spin multiplicity is 1. The HOMO-LUMO gap comes out at 7.2961 eV. The energy above the lowest of the compared OMol25 structures with the same formula, charge and spin comes out at 0.000 eV.

XYZ file:
```
167
C36H101N5O25 | the Open Molecules 2025 dataset | ωB97M-V with the def2-TZVPD basis set
O -0.29 0.69 5.04
H -0.51 1.59 4.77
H -0.87 0.36 5.73
H -0.15 0.07 4.32
O -0.08 1.62 -2.72
H 0.20 1.42 -1.82
H -0.94 2.04 -2.81
H 0.55 2.20 -3.15
C 0.40 -0.23 1.66
C -0.07 -1.37 2.21
C -1.04 -2.31 1.52
O -1.29 -3.53 1.91
C -1.63 -2.01 0.35
C -1.22 -0.78 -0.37
C -0.07 0.12 0.32
O 0.27 1.14 -0.31
O -1.78 -0.38 -1.41
O 0.42 -1.52 3.42
H 1.13 0.43 2.11
H -2.26 -2.67 -0.22
O -2.31 -6.02 4.07
H -3.17 -6.33 4.36
H -2.49 -5.56 3.25
O 2.24 2.55 0.96
H 1.64 1.99 0.48
H 2.90 1.94 1.32
O -3.91 -1.71 -2.48
H -4.70 -1.72 -1.94
H -3.20 -1.53 -1.87
O 4.25 0.85 2.36
H 4.40 1.51 3.03
H 3.92 0.09 2.85
O -4.40 -2.83 1.99
H -3.53 -3.05 1.65
H -4.82 -3.67 2.15
O -2.46 -5.33 -0.09
H -2.03 -4.62 0.39
H -1.98 -5.39 -0.91
O -4.27 -0.13 0.93
H -3.44 -0.28 0.47
H -4.35 -0.88 1.52
O -0.27 -4.22 4.47
H -0.09 -3.49 5.07
H -0.53 -3.81 3.65
O -0.25 -1.18 -3.58
H -0.65 -0.80 -2.80
H -0.92 -1.77 -3.93
C 0.81 2.83 7.89
O 0.72 2.76 6.42
C 0.49 3.97 5.75
C 0.28 3.77 4.22
N -1.02 3.09 3.96
C -1.14 3.17 2.48
C -2.43 2.52 2.01
O -3.49 3.42 1.91
C -4.38 3.29 3.01
H -0.13 3.13 8.34
H 1.43 3.72 8.04
H 1.30 2.00 8.40
H 1.47 4.44 5.80
H -0.23 4.66 6.19
H 1.07 3.15 3.80
H 0.32 4.74 3.72
H -1.86 3.56 4.27
H -0.29 2.73 1.95
H -1.21 4.19 2.11
H -2.72 1.60 2.53
H -2.31 2.35 0.94
H -5.07 2.48 2.76
H -4.87 4.26 3.13
H -3.82 3.06 3.92
C -2.41 -8.65 -4.58
O -1.85 -7.47 -4.00
C -2.74 -6.48 -3.59
C -1.89 -5.17 -3.35
N -0.86 -5.44 -2.32
C 0.08 -4.32 -2.31
C 1.24 -4.50 -1.34
O 1.97 -5.76 -1.61
C 3.10 -5.94 -0.81
H -1.68 -9.05 -5.28
H -3.27 -8.35 -5.19
H -2.63 -9.42 -3.85
H -3.02 -6.88 -2.62
H -3.71 -6.25 -4.04
H -2.55 -4.36 -3.05
H -1.47 -4.88 -4.31
H -0.35 -6.24 -2.66
H -0.52 -3.43 -2.13
H 0.57 -4.23 -3.27
H 0.93 -4.55 -0.30
H 1.97 -3.70 -1.50
H 2.77 -5.96 0.23
H 3.83 -5.19 -1.10
H 3.52 -6.91 -1.07
C -3.46 2.51 -7.78
O -3.32 2.64 -6.37
C -2.72 1.61 -5.62
C -3.04 1.66 -4.09
N -2.35 2.80 -3.49
C -2.87 2.98 -2.12
C -2.11 4.19 -1.43
O -0.68 4.03 -1.43
C 0.09 5.04 -0.78
H -2.51 2.37 -8.30
H -3.94 3.40 -8.19
H -4.06 1.67 -8.14
H -1.67 1.49 -5.88
H -3.18 0.68 -5.96
H -2.97 0.68 -3.63
H -4.10 1.89 -3.99
H -2.69 3.61 -3.98
H -2.81 2.10 -1.48
H -3.92 3.25 -2.21
H -2.49 4.09 -0.41
H -2.48 5.15 -1.78
H 0.14 5.97 -1.35
H 1.13 4.77 -0.65
H -0.32 5.37 0.17
C -0.67 4.59 -6.65
O 0.61 4.56 -6.00
C 0.56 5.17 -4.71
C 1.75 4.72 -3.83
N 1.81 3.28 -3.47
C 2.88 2.98 -2.52
C 3.42 1.52 -2.52
O 2.57 0.69 -1.70
C 2.97 -0.66 -1.67
H -1.33 4.00 -6.01
H -0.76 4.15 -7.65
H -0.94 5.65 -6.65
H -0.30 4.76 -4.18
H 0.56 6.26 -4.73
H 1.73 5.39 -2.98
H 2.68 4.89 -4.37
H 1.94 2.97 -4.43
H 2.64 3.31 -1.51
H 3.73 3.60 -2.77
H 4.42 1.47 -2.09
H 3.50 1.22 -3.57
H 4.02 -0.61 -1.36
H 2.84 -0.97 -2.71
H 2.46 -1.31 -0.96
C 5.55 -3.07 0.49
O 4.23 -3.35 1.01
C 3.54 -2.35 1.69
C 3.79 -2.35 3.25
N 3.23 -1.15 3.83
C 3.39 -1.07 5.31
C 3.10 0.32 5.89
O 4.24 1.11 6.10
C 3.91 2.42 6.15
H 6.08 -3.92 0.07
H 6.17 -2.75 1.33
H 5.50 -2.30 -0.28
H 2.49 -2.57 1.49
H 3.72 -1.38 1.23
H 4.86 -2.36 3.45
H 3.20 -3.19 3.60
H 2.24 -1.05 3.64
H 4.44 -1.30 5.50
H 2.65 -1.77 5.69
H 2.82 0.04 6.90
H 2.22 0.82 5.48
H 4.82 2.90 6.49
H 3.22 2.59 6.98
H 3.53 2.86 5.23
```

***

No. 3
ORCA calculation (ωB97M-V with the def2-TZVPD basis set) on a 12-piece molecular cluster, C36H104N8O12 overall at a distorted geometry.

The HOMO energy is -0.320 hartree. The molar mass comes out at 841.3 g mol⁻¹. Its total energy is -75502.1109 eV. For the LUMO energy, the calculation gives 0.48 eV. The maximum force is 3.225 eV Å⁻¹. The spin multiplicity is 1. The HOMO-LUMO gap comes out at 9.1902 eV. The energy above the lowest of the compared OMol25 structures with the same formula, charge and spin comes out at 3.253 eV. As for the SMILES: COC[C@H](C)N.COC[C@H](C)N.COC[C@H](C)N.COC[C@H](C)N.COC[C@H](C)N.COC[C@H](C)N.COC[C@H](C)N.COC[C@H](C)N.CO.CO.CO.CO.

XYZ file:
```
160
C36H104N8O12 | the Open Molecules 2025 dataset | ωB97M-V with the def2-TZVPD basis set
C -3.19 0.93 4.75
C -3.50 2.06 3.79
C -5.05 2.09 3.67
O -5.49 3.10 2.77
C -6.75 2.78 2.14
N -2.97 3.33 4.30
H -3.48 1.24 5.78
H -2.14 0.79 4.84
H -3.59 -0.08 4.50
H -3.14 1.85 2.79
H -5.51 2.13 4.69
H -5.30 1.13 3.20
H -7.07 3.60 1.51
H -7.51 2.55 2.87
H -6.68 1.87 1.52
H -3.28 4.07 3.66
H -3.40 3.56 5.21
C -1.92 2.30 -6.98
C -1.68 1.45 -5.75
C -1.59 0.01 -5.98
O -1.50 -0.74 -4.79
C -1.06 -2.06 -4.86
N -0.46 1.99 -5.10
H -2.78 1.96 -7.53
H -1.07 2.35 -7.62
H -2.22 3.30 -6.71
H -2.60 1.57 -5.15
H -0.58 -0.13 -6.57
H -2.52 -0.36 -6.50
H -1.84 -2.78 -4.96
H -0.40 -2.29 -4.02
H -0.37 -2.11 -5.71
H -0.36 1.66 -4.11
H -0.40 2.98 -5.15
C -4.06 -1.30 -2.01
C -3.07 -0.67 -1.02
C -3.72 0.35 -0.12
O -4.36 1.41 -0.91
C -3.41 2.38 -1.37
N -2.47 -1.67 -0.11
H -4.73 -2.04 -1.43
H -3.55 -1.80 -2.84
H -4.70 -0.53 -2.34
H -2.34 -0.09 -1.57
H -3.04 0.87 0.55
H -4.48 -0.11 0.41
H -2.83 2.87 -0.60
H -3.90 3.16 -1.93
H -2.72 1.89 -2.07
H -1.49 -1.39 -0.04
H -2.40 -2.58 -0.53
C -0.15 6.74 -1.58
C 0.04 5.43 -2.30
C 0.34 4.40 -1.23
O -0.68 4.32 -0.20
C -0.53 3.29 0.78
N -1.22 5.15 -2.96
H -0.94 6.63 -0.80
H -0.47 7.52 -2.24
H 0.77 7.06 -1.08
H 0.85 5.45 -2.97
H 1.33 4.62 -0.74
H 0.42 3.37 -1.61
H 0.42 3.49 1.33
H -0.62 2.31 0.35
H -1.43 3.33 1.45
H -2.03 5.17 -2.29
H -1.20 4.21 -3.38
C 0.95 -4.48 -0.87
C 2.26 -5.06 -0.37
C 3.43 -4.61 -1.14
O 3.34 -5.07 -2.48
C 4.42 -4.64 -3.27
N 2.41 -4.68 1.00
H 0.10 -4.80 -0.28
H 0.95 -4.73 -1.94
H 1.06 -3.41 -0.87
H 2.14 -6.13 -0.41
H 4.37 -5.02 -0.78
H 3.59 -3.52 -1.09
H 5.35 -4.63 -2.72
H 4.20 -3.65 -3.59
H 4.54 -5.35 -4.07
H 3.11 -5.16 1.50
H 1.53 -4.83 1.48
C 5.18 0.44 2.07
C 5.17 1.92 2.56
C 4.10 2.75 1.87
O 4.45 2.91 0.51
C 4.95 4.25 0.21
N 4.85 1.96 4.04
H 5.90 -0.24 2.52
H 5.38 0.28 1.01
H 4.21 -0.01 2.24
H 6.14 2.36 2.42
H 3.95 3.68 2.38
H 3.21 2.14 2.02
H 6.03 4.40 0.55
H 4.29 4.98 0.72
H 4.78 4.39 -0.81
H 5.32 2.77 4.46
H 5.25 1.13 4.44
C -1.22 -3.57 4.03
C -0.31 -4.69 4.59
C -1.06 -5.62 5.57
O -1.92 -6.56 4.81
C -2.66 -7.32 5.72
N 0.28 -5.48 3.47
H -0.62 -2.94 3.38
H -1.52 -2.86 4.81
H -1.97 -3.95 3.37
H 0.49 -4.24 5.11
H -1.68 -5.07 6.32
H -0.36 -6.24 6.15
H -3.24 -6.68 6.42
H -1.93 -7.99 6.28
H -3.40 -7.95 5.20
H -0.43 -6.24 3.32
H 1.22 -5.86 3.67
C 1.00 -0.44 -2.71
C 1.64 0.49 -1.63
C 1.80 -0.21 -0.29
O 0.46 -0.27 0.35
C 0.65 -0.32 1.76
N 2.84 1.10 -2.14
H 1.70 -1.27 -2.80
H 0.84 0.11 -3.68
H 0.04 -0.71 -2.37
H 0.97 1.39 -1.49
H 2.48 0.33 0.38
H 2.25 -1.24 -0.44
H -0.30 -0.45 2.28
H 1.14 0.58 2.09
H 1.28 -1.20 1.96
H 3.62 0.47 -2.45
H 3.24 1.76 -1.51
C 1.55 0.53 5.36
O 2.16 0.72 4.11
H 2.17 -0.15 6.04
H 1.37 1.47 5.99
H 0.49 0.15 5.24
H 3.07 1.10 4.16
C 3.95 -1.02 -4.68
O 4.91 -0.59 -3.69
H 3.23 -1.77 -4.33
H 3.38 -0.16 -4.96
H 4.42 -1.41 -5.61
H 5.66 -1.20 -3.60
C -4.43 -2.77 2.20
O -3.57 -1.72 2.66
H -3.93 -3.72 2.19
H -5.33 -2.85 2.82
H -4.83 -2.60 1.28
H -3.00 -1.61 1.86
C 2.71 3.66 -4.87
O 2.86 3.65 -3.44
H 2.45 4.68 -5.11
H 3.64 3.31 -5.30
H 1.91 2.99 -5.25
H 2.69 2.76 -3.04
```